This record from the OMol25 dataset describes a cluster of 2 separate species, C3H7O3 in total in a non-equilibrium geometry. The level of theory is ωB97M-V/def2-TZVPD.

E	-9368.2979	eV
LUMO level	4.26	eV
ΔE to the lowest compared entry with this formula, charge and spin	83.01	kJ/mol
maximum force	2.4	eV/Å

```
! RIJCOSX wB97M-V def2-TZVPD def2/J DEFGRID3
* xyz -1 1
C 1.4038 0.9971 -1.8042
C 0.0187 0.4739 -1.3211
O 0.0625 -0.5607 -0.6066
O -0.9785 1.1011 -1.7174
H 1.8737 1.3800 -0.8937
H 1.2780 1.7556 -2.5495
H 2.0279 0.2181 -2.2319
C -1.3388 -0.8720 1.9563
O 0.0776 -1.1570 2.0375
H 0.4771 -1.0917 1.1487
H -1.6038 -0.3913 1.0216
H -1.9075 -1.7577 2.2295
H -1.3907 -0.0954 2.7307
*
```

---

This record from the OMol25 dataset describes a cluster of 2 separate species, C3H7O3 in total in a non-equilibrium geometry. The level of theory is ωB97M-V/def2-TZVPD.

E	-9368.4660	eV
LUMO level	4.13	eV
ΔE to the lowest compared entry with this formula, charge and spin	66.80	kJ/mol
maximum force	1.2	eV/Å

```
! RIJCOSX wB97M-V def2-TZVPD def2/J DEFGRID3
* xyz -1 1
C -0.0431 2.2323 -0.7483
O 0.8142 1.6893 0.2272
H 0.3231 0.9174 0.6538
H -1.0477 1.8451 -0.5732
H -0.1032 3.3361 -0.6828
H 0.3802 2.0868 -1.7512
C 0.5645 -2.0308 0.3524
C -0.8592 -1.3508 0.4256
O -0.8861 -0.2513 1.0444
O -1.8110 -1.9657 -0.0761
H 1.1011 -1.6306 1.2130
H 1.1178 -1.7725 -0.5478
H 0.4494 -3.1053 0.4629
*
```

---

This record from the OMol25 dataset describes a cluster of 2 separate species, C3H7O3 in total in a non-equilibrium geometry. The level of theory is ωB97M-V/def2-TZVPD.

E	-9368.2775	eV
LUMO level	4.28	eV
ΔE to the lowest compared entry with this formula, charge and spin	84.98	kJ/mol
maximum force	1.5	eV/Å

```
! RIJCOSX wB97M-V def2-TZVPD def2/J DEFGRID3
* xyz -1 1
C 1.1332 0.9305 2.3989
C 0.4013 0.1773 1.2520
O 0.9745 0.2494 0.1286
O -0.7114 -0.3198 1.4889
H 2.2057 0.7988 2.3081
H 0.7829 0.6823 3.3997
H 0.8204 1.9656 2.2227
C -1.2154 -0.8458 -2.4353
O 0.1245 -0.4058 -2.1755
H 0.1429 -0.2759 -1.1819
H -1.7106 0.0053 -2.9089
H -1.3009 -1.7697 -3.0163
H -1.6473 -1.1923 -1.4810
*
```